(1)
The following is a quantum chemistry calculation of a cluster of 10 separate species, C32H90N6O14 in total at a distorted geometry, from the Open Molecules 2025 dataset.

Each line ends with the Mulliken charge.
Geometry (Å):
O -0.4649 -3.7977 10.2655  -0.521
O -4.0532 2.7097 4.6936  -0.481
O 1.3592 -8.8943 3.8448  -0.359
O -3.7053 4.8934 3.1953  -0.518
O -4.0737 7.7042 -2.8963  -0.306
O 5.7235 7.9350 1.3426  -0.528
O 4.5804 5.8141 -7.0240  -0.536
O 0.9533 1.1397 -0.4399  -0.223
O -2.5064 -3.1281 7.4592  -0.517
O 7.2667 -4.6287 7.4574  -0.383
O -0.9486 2.2541 -12.2946  -0.373
O 6.7719 6.1135 -8.8269  -0.515
O 3.5073 5.6717 1.5129  -0.498
O -6.3285 -5.1752 -3.9670  -0.296
N 5.1302 -4.5004 9.6849  -0.655
N -1.1884 9.9204 -3.7364  -0.756
N -3.5448 1.4328 -11.0607  -0.649
N -5.4051 -2.5993 -2.8304  -0.734
N 0.6502 -2.3373 0.8882  -0.696
N -1.0134 -9.6592 5.3395  -0.692
C 0.0862 -11.2461 6.4982  -1.521
C -5.1723 3.5732 4.4531  -0.031
C -5.0273 -4.4461 -1.2012  -1.231
C -3.4129 8.8076 -3.5266  -0.821
C 7.1113 -3.5471 8.4672  -0.852
C -2.0618 9.2119 -2.8298  0.650
C 6.5839 -4.4650 6.2194  -0.755
C 0.7818 -0.8437 0.8318  0.490
C -4.8950 4.1264 3.1129  -0.709
C 3.6198 6.8377 0.6666  -0.430
C 4.3682 8.0038 1.4004  -0.370
C -4.9068 -4.8139 -3.7747  -0.691
C -2.1451 -3.0793 8.8178  -0.298
C -4.6700 -3.8362 -2.5925  0.187
C 1.4294 -0.2987 2.0739  -1.268
C 1.3544 -10.0178 4.6703  -0.965
C 2.1038 -9.0813 2.6077  -0.669
C -1.1047 1.7856 -10.9528  -0.602
C 5.6305 -3.2951 9.0447  0.388
C -3.8924 6.4259 -3.3143  -0.661
C 5.2009 4.6683 -7.6233  -0.383
C -6.8312 -6.1107 -4.9375  -0.773
C 5.9848 4.9743 -8.8896  -0.382
C 1.4303 -0.2105 -0.4343  -0.683
C 0.9326 1.7004 -1.6664  -0.788
C -2.2745 9.9187 -1.4625  -1.302
C 5.5943 -2.0344 10.0282  -1.371
C -1.0362 -4.1817 9.0364  -0.288
C 0.3227 -9.9612 5.7070  0.942
C -0.8640 3.6241 -12.4374  -0.633
C -2.5740 1.4180 -8.8974  -1.606
C -2.4530 2.0623 -10.2626  0.466
H 2.6151 7.1789 0.4173  0.316
H 0.0654 3.8980 -11.9382  0.289
H -1.5735 8.2764 -2.5570  0.151
H -1.6952 -2.0900 8.9015  0.264
H -2.5340 0.3290 -8.8770  0.362
H -6.3384 -7.0821 -4.8974  0.288
H 1.1410 -0.6836 -1.3727  0.423
H -6.3689 -2.8981 -2.7862  0.306
H 1.9669 1.7295 -2.0090  0.305
H 1.5029 -2.8467 0.7049  0.220
H -0.7943 3.7767 -13.5144  0.230
H 1.4108 -8.7394 1.8389  0.231
H -7.8981 -6.2572 -4.7696  0.266
H -3.5352 1.6259 -8.4273  0.425
H 2.8573 5.1105 1.0837  0.280
H -4.6458 -4.2303 -4.6575  0.325
H 5.0807 -1.2307 9.5007  0.338
H 5.9371 6.9998 1.3807  0.316
H -2.4293 9.0622 -0.8063  0.283
H 5.2382 6.5111 -6.9684  0.310
H 4.2678 8.0709 2.4837  0.283
H 0.7014 2.7637 -1.7306  0.241
H 4.5822 3.7749 -7.7091  0.367
H -0.6643 -11.8581 5.9979  0.427
H 2.3735 -10.1835 5.0195  0.392
H 5.5759 -4.4973 10.5912  0.283
H -0.9516 0.7083 -11.0175  0.275
H -3.9511 5.6395 3.7471  0.314
H 5.3296 4.8977 -9.7572  0.294
H -4.2233 -5.6629 -3.7638  0.409
H 5.9886 4.3763 -6.9288  0.252
H -2.6252 3.1371 -10.2065  0.243
H -3.6153 -3.5612 -2.5926  0.339
H -1.7722 -9.5746 6.0007  0.209
H -5.6298 4.7892 2.6560  0.328
H -3.5981 0.4725 -10.7522  0.267
H 4.2607 6.5516 -0.1674  0.332
H -3.0364 10.6817 -1.6216  0.353
H 1.2126 -0.8232 3.0045  0.364
H 6.2996 6.8104 -9.2884  0.328
H -6.9345 -5.8116 -5.9806  0.294
H 5.5659 -5.2465 9.1618  0.282
H -4.7763 -3.7255 -0.4229  0.415
H -1.3664 10.3898 -1.0861  0.391
H 6.5272 -1.7280 10.5013  0.322
H -0.9833 -8.8896 4.6861  0.173
H -4.5753 5.8298 -2.7089  0.244
H -4.7332 3.4255 2.2940  0.294
H 6.2975 -3.4821 5.8453  0.336
H -0.1935 -0.3595 0.7823  0.163
H -4.1183 6.1194 -4.3356  0.288
H -3.0026 -3.2041 9.4790  0.249
H -6.0529 -4.7895 -1.3369  0.308
H -3.4911 8.7844 -4.6136  0.426
H -0.2380 -11.0799 7.5255  0.362
H 2.5122 -0.1212 -0.3366  0.302
H 0.9952 -11.8436 6.4298  0.341
H 7.7547 -3.6828 9.3365  0.382
H -0.2826 2.1037 -10.3115  0.344
H 2.5075 -0.1693 1.9785  0.261
H 1.3679 -10.8860 4.0114  0.454
H -5.1396 4.2753 5.2863  0.215
H -0.2430 -4.1654 8.2891  0.286
H 4.9171 -2.0439 10.8823  0.421
H -2.8773 6.1143 -3.0684  0.267
H -3.2608 1.5318 -12.0249  0.285
H 3.9850 8.9731 1.0816  0.299
H 0.2518 1.1452 -2.3117  0.313
H -4.4041 -5.3344 -1.0986  0.304
H -6.1193 3.0341 4.4801  0.248
H -4.0753 9.6573 -3.3613  0.288
H 5.6136 -4.9615 6.2090  0.289
H 0.3549 -2.6128 1.8139  0.255
H -0.4074 10.2603 -3.1937  0.263
H -1.4905 -5.1725 9.0350  0.213
H 0.7199 -9.2009 6.3796  0.112
H 0.4915 -3.8804 10.2642  0.305
H -5.3511 -2.2233 -1.8945  0.281
H 2.9167 -8.3562 2.6467  0.225
H 5.0761 -3.0304 8.1443  0.261
H -0.7758 9.3308 -4.4451  0.244
H -1.9455 1.8546 -8.1212  0.395
H -3.0186 -2.3279 7.3212  0.305
H 1.0533 0.7218 2.1454  0.321
H 6.5276 4.0334 -8.9792  0.266
H 7.2174 -5.0444 5.5477  0.270
H 2.4245 -10.1097 2.4416  0.340
H -3.4388 2.9803 4.0074  0.340
H -1.8025 4.0669 -12.1040  0.282
H 7.5697 -2.6389 8.0758  0.444

Cartesian forces (eV/Å) of the 6 atoms listed first:
O 0.1916 -0.3509 1.0898
O -0.5313 -0.5713 0.2323
O 0.0318 0.4209 -0.8551
O 0.6029 0.2545 -0.1874
O -0.5513 2.5734 0.0100
O 2.6892 -0.2836 -1.5528

Output
structure (SMILES)	COC[C@H](C)N.COC[C@H](C)N.COC[C@H](C)N.COC[C@H](C)N.COC[C@H](C)N.COC[C@H](C)N.OCCO.OCCO.OCCO.OCCO
energy	-72236.9166	eV
total charge	0

(2)
The following is a quantum chemistry calculation of a cluster of 10 separate species, C32H90N6O14 in total at a distorted geometry, from the Open Molecules 2025 dataset.

Each line ends with the Löwdin spin population.
Geometry (Å):
O 3.8089 1.8746 -4.0880  0.000
O 2.4974 5.1734 0.1812  0.000
O 3.5932 0.5445 3.5307  0.026
O 3.9569 -1.0017 -4.1288  0.000
O -0.3951 0.6386 -6.0382  0.000
O 2.9573 4.6144 -4.5118  0.000
O 0.8289 3.2950 1.9514  -0.001
O -4.9316 -2.4524 4.5786  0.002
O -3.9752 1.0459 -3.5792  0.000
O 4.1860 -0.3600 0.6907  0.013
O 1.5058 -5.4195 0.2040  0.000
O -2.2392 2.2252 4.5391  0.000
O -0.4886 -1.6177 -0.3749  0.002
O 4.5914 -3.3243 -2.4204  0.000
N -0.7657 -5.1474 3.2256  0.002
N -0.9253 2.3759 -9.2506  0.000
N 1.5040 0.5896 1.8313  0.214
N -3.4964 4.2504 -1.8864  0.000
N -1.9327 -2.5493 4.1698  0.092
N 0.2045 -0.5750 4.2412  0.409
C -1.0937 0.5764 -4.8472  0.000
C 2.7343 2.5150 -3.3591  0.000
C 4.3736 -0.5298 3.0768  0.004
C -0.8997 1.5848 -6.9440  0.000
C 2.0266 3.9397 2.3732  0.000
C 0.1777 -4.7047 2.1990  0.000
C 2.0363 3.5668 -4.1801  0.000
C -1.4520 1.2132 3.8473  0.011
C -4.8278 -0.0195 -3.5623  0.000
C 0.5377 -1.2798 0.6028  0.004
C 0.4707 1.6116 5.3034  0.006
C 3.2909 -2.8428 -2.5512  0.000
C 1.3807 -4.0537 2.9286  0.000
C -1.9170 -2.8858 6.6137  0.003
C -2.1788 2.3871 -1.3750  0.000
C -3.2190 2.7860 3.6298  0.000
C 1.2291 2.0634 -8.1869  0.000
C -0.5218 0.5154 4.8504  0.047
C 1.9825 -6.3225 -0.7939  0.000
C -6.0789 -1.6475 4.4576  0.000
C 0.6630 -5.8425 1.2399  0.000
C 3.2977 -1.3809 -2.9314  0.000
C 5.1504 -0.2992 1.7372  0.003
C 0.7174 0.2235 0.6722  0.029
C -1.8598 -1.2691 -0.0310  0.001
C 2.8693 4.2569 1.1597  0.000
C -2.7183 -2.8202 5.3193  0.013
C 1.2838 0.8297 -0.6158  0.016
C -3.9246 -1.8855 5.4317  0.001
C -4.3632 2.1051 -2.6699  0.000
C -0.1826 1.5628 -8.3197  0.000
C -3.0984 2.9343 -2.3949  0.000
H 2.6304 3.3926 3.0973  0.000
H 2.3618 0.9476 -0.7258  0.000
H -4.9258 -0.4865 -2.5823  0.000
H -2.1388 0.5044 3.3847  0.001
H -2.0461 -0.1987 -0.1193  0.001
H 2.7215 0.4746 3.1346  0.001
H 3.0209 3.3349 0.5984  0.000
H 0.9931 0.2970 2.6520  0.013
H 1.8423 3.2017 -5.1887  0.000
H 4.5575 2.4751 -4.0652  0.000
H -4.7632 1.7607 -1.7163  0.000
H -0.0534 2.4538 5.7553  0.000
H -2.2908 -3.5976 7.3498  0.000
H -2.6246 1.9986 -0.4593  0.000
H -0.8847 1.6295 3.0149  0.001
H -3.9190 1.9653 3.4724  0.000
H 1.1086 -6.6209 1.8593  0.000
H -2.5716 3.1003 -3.3347  0.000
H 1.0904 1.1759 6.0872  0.000
H -6.6024 -1.6906 5.4126  0.000
H -0.3996 2.3983 -10.1127  0.000
H -4.4432 -0.6992 -4.3228  0.000
H -5.7698 0.3922 -3.9245  0.000
H 1.1151 -6.5523 -1.4127  0.000
H -6.7406 -2.0847 3.7099  0.000
H -1.0237 0.1347 5.7399  0.029
H -0.2312 0.7225 0.8701  0.017
H 2.5725 5.2142 -5.1552  0.000
H 1.7046 1.5773 -7.3350  0.000
H 1.7747 4.9115 2.7976  0.000
H -5.0709 2.7796 -3.1520  0.000
H 0.9642 -0.9774 4.7712  0.010
H -0.2114 -6.3604 0.8458  0.000
H -3.0783 -3.8377 5.1672  0.007
H -1.3728 3.0939 -1.1777  0.000
H -1.5924 1.5804 -1.8149  0.000
H -0.7808 2.5942 -6.5501  0.000
H 3.1549 5.2177 -0.5169  0.000
H -4.0797 4.8312 -2.4716  0.000
H 2.2734 -7.2411 -0.2844  0.000
H -1.9645 1.4378 -7.1247  0.000
H 1.0064 -3.1846 3.4696  0.000
H -2.6945 4.8627 -1.9333  0.000
H 5.6914 0.6462 1.7760  0.000
H -4.3447 -1.8907 6.4375  0.000
H 3.7540 -0.9446 -2.0428  0.000
H 5.8535 -1.1234 1.6167  0.000
H 2.1717 -3.8513 2.2065  0.000
H -3.6300 -0.8364 5.4071  0.000
H 5.0493 -0.8557 3.8676  0.001
H 2.8152 -5.9091 -1.3629  0.000
H -0.9822 -6.1255 3.0973  0.000
H 4.0400 -0.0457 -4.0996  0.000
H -1.6547 1.4842 -4.6251  0.000
H 0.1956 -1.7063 1.5458  0.002
H 1.9555 1.7661 -3.2150  0.000
H -0.4103 0.3610 -4.0259  0.000
H 1.2771 3.1350 -7.9936  0.000
H 3.0097 2.7880 -2.3404  0.000
H 3.8941 4.5026 1.4383  0.000
H 0.8671 0.2885 -1.4653  0.001
H 1.8577 -4.7315 3.6365  0.000
H 3.6416 -1.2970 2.8246  0.000
H 1.3736 1.5860 1.7307  0.003
H -2.1166 -1.6603 0.9534  0.000
H 5.1344 -3.1975 -3.2019  0.000
H 1.4536 -1.7623 0.2615  0.001
H -0.3488 -3.9312 1.6398  0.000
H -0.1085 0.5285 -8.6557  0.000
H 1.1162 3.9236 -3.7174  0.000
H -2.4315 -1.7831 -0.8038  0.000
H -3.7607 3.5545 4.1811  0.000
H -0.2418 -5.2618 4.0815  0.000
H 1.7639 1.9745 -9.1326  0.000
H 1.2369 1.7828 4.5473  0.000
H -0.8729 -3.1363 6.4260  0.000
H 2.2385 -1.1235 -2.9291  0.000
H 0.1663 3.9796 1.8336  0.000
H -1.8122 -0.2427 -4.8776  0.000
H 2.6587 -3.5004 -3.1480  0.000
H -1.9487 -1.9062 7.0907  0.001
H -1.7956 1.8839 -9.3939  0.000
H -2.7258 3.2163 2.7583  0.000
H -0.4716 -1.3171 4.1302  0.007
H 2.7455 -2.8238 -1.6076  0.000
H -1.3735 -3.3204 3.8338  0.001
H -5.8130 -0.6270 4.1818  0.000
H -2.5999 -2.4398 3.4194  0.002
H 1.0472 1.8920 -0.6749  0.000
H 3.4457 0.0605 1.1343  0.002

Cartesian forces (eV/Å) of the 6 atoms listed first:
O -0.7239 0.4972 0.8481
O -1.9845 1.3509 0.2247
O 0.5067 1.0623 0.7332
O -0.2490 -1.0997 0.5318
O 0.9490 0.1252 -0.9896
O 0.4110 0.4984 1.1599

Output
2S+1	2
energy	-72233.3012	eV
total charge	+1
expectation value of S²	0.758

Relative energy (zero: lowest compared OMol25 entry of this formula, charge and spin) for the records above, in order: 159.7 0.0 kcal/mol